Molecular formula: C32H35F2N3Pd
Method: DFT, ωB97M-V with the def2-TZVPD basis set

```
73
C32H35F2N3Pd (ωB97M-V with the def2-TZVPD basis set)
Pd 1.072 -0.045 -0.411
F 5.829 -2.414 -2.078
C 4.923 -2.123 -1.079
C 3.774 -1.435 -1.395
C 2.819 -1.092 -0.405
C 3.149 -1.554 0.914
C 4.316 -2.233 1.175
F 4.602 -2.662 2.452
C 5.250 -2.547 0.197
C 2.141 -1.211 1.944
C 2.434 -0.535 3.118
C 1.393 -0.013 3.886
C 0.092 -0.224 3.464
C -0.117 -0.989 2.320
N 0.869 -1.476 1.567
H 3.628 -1.139 -2.429
H 6.158 -3.091 0.415
H 3.470 -0.367 3.384
H 1.603 0.569 4.776
H -0.754 0.188 4.004
H -1.120 -1.235 1.987
C -0.933 -2.875 -3.719
C -0.676 -2.502 -2.259
C 0.256 -3.505 -1.574
C -1.962 -2.368 -1.470
C -2.836 -3.441 -1.383
C -3.997 -3.375 -0.624
C -4.267 -2.224 0.091
C -3.422 -1.118 0.042
C -3.726 0.080 0.927
C -4.932 0.878 0.423
C -3.963 -0.329 2.384
C -2.275 -1.166 -0.790
N -1.408 -0.083 -0.888
C -1.842 1.061 -1.285
C -1.061 2.242 -1.193
C -1.412 3.565 -1.525
C -0.335 4.349 -1.115
C 0.619 3.457 -0.569
N 0.177 2.197 -0.621
C 1.993 3.757 -0.005
C 2.208 5.265 0.115
C 2.131 3.106 1.377
C 3.054 3.158 -0.939
H 0.010 -2.891 -4.272
H -1.599 -2.154 -4.199
H -1.388 -3.867 -3.809
H -0.162 -1.538 -2.227
H -0.209 -4.495 -1.495
H 0.518 -3.139 -0.580
H 1.187 -3.600 -2.139
H -2.595 -4.356 -1.914
H -4.670 -4.223 -0.571
H -5.155 -2.185 0.716
H -2.852 0.731 0.912
H -5.827 0.249 0.408
H -4.769 1.251 -0.588
H -5.128 1.734 1.075
H -4.877 -0.919 2.497
H -4.066 0.563 3.009
H -3.131 -0.920 2.769
H -2.857 1.163 -1.692
H -2.337 3.889 -1.985
H -0.244 5.423 -1.198
H 1.456 5.718 0.768
H 2.146 5.749 -0.864
H 3.198 5.471 0.535
H 1.392 3.512 2.074
H 3.133 3.280 1.787
H 1.967 2.030 1.288
H 2.988 3.608 -1.935
H 2.889 2.081 -1.031
H 4.061 3.333 -0.541
```

The energy above the lowest of the compared OMol25 structures with the same formula, charge and spin is 0.0000 eV. Its HOMO energy is 0.87 eV. The calculation puts the largest force on an atom at 0.7 eV/Å. For the calculated total energy, the calculation gives -1732.2458 a.u. The value obtained for the LUMO energy is 4.62 eV. Its total charge is -2.

---

Molecular formula: C32H35FeN2O3
Method: DFT, ωB97M-V with the def2-TZVPD basis set

```
73
C32H35FeN2O3 (ωB97M-V with the def2-TZVPD basis set)
C 6.301 -1.392 1.072
C 4.973 -0.852 1.517
C 4.634 0.483 1.286
C 3.361 0.979 1.600
C 3.047 2.419 1.365
C 2.423 0.090 2.134
N 1.073 0.547 2.311
C -0.025 0.038 1.729
C -0.010 -1.116 0.814
N -1.101 0.704 2.183
C -2.499 0.431 1.934
C -3.218 -0.328 2.869
C -2.606 -0.700 4.182
C -4.539 -0.681 2.568
C -5.154 -0.227 1.398
C -6.531 -0.698 1.034
C -4.475 0.699 0.603
C -3.187 1.142 0.940
C -2.651 2.404 0.338
C -0.651 1.699 3.072
C 0.673 1.597 3.156
C 2.804 -1.186 2.582
C 1.929 -1.982 3.503
C 4.073 -1.663 2.219
H 6.212 -2.444 0.781
H 6.681 -0.823 0.216
H 7.056 -1.331 1.869
H 5.365 1.166 0.852
H 2.247 2.583 0.630
H 2.783 2.937 2.295
H 3.951 2.899 0.971
H -0.889 -1.712 1.116
H 0.879 -1.682 1.089
H -3.339 -1.257 4.777
H -1.720 -1.339 4.072
H -2.322 0.184 4.771
H -5.099 -1.316 3.258
H -6.892 -0.199 0.131
H -6.546 -1.779 0.848
H -7.247 -0.501 1.841
H -4.967 1.130 -0.271
H -3.023 2.511 -0.688
H -2.992 3.292 0.895
H -1.560 2.457 0.325
H -1.331 2.375 3.555
H 1.379 2.188 3.710
H 2.511 -2.825 3.896
H 1.594 -1.381 4.360
H 1.041 -2.409 3.020
H 4.365 -2.674 2.512
O -2.018 2.103 -5.768
C -1.065 1.426 -5.744
Fe 0.468 0.426 -5.498
C 1.173 0.333 -7.108
O 1.360 0.352 -8.262
C -1.005 -0.534 -5.991
O -1.941 -1.224 -6.150
C -0.047 -0.865 -0.669
C 0.992 -1.658 -1.476
C 0.717 -1.636 -3.012
C 1.380 -0.540 -3.821
C 1.353 0.777 -3.332
C 0.682 1.200 -2.131
C 0.011 0.560 -1.129
H -1.040 -1.223 -1.014
H 1.997 -1.281 -1.234
H 0.950 -2.706 -1.149
H 1.060 -2.604 -3.412
H -0.369 -1.577 -3.190
H 2.250 -0.867 -4.420
H 1.983 1.539 -3.811
H 0.732 2.292 -2.011
H -0.629 1.199 -0.517
```

Its HOMO energy (spin up / spin down) is -1.17 / -3.97 eV. The calculation puts the largest force on an atom at 4.3 eV/Å. For the calculated total energy, the calculation gives -2839.1501 a.u. The value obtained for the LUMO energy (spin up / spin down) is 2.42 / 2.39 eV. The spin multiplicity is 5. Its total charge is -1.

---

Molecular formula: C32H35N2O2
Method: DFT, ωB97M-V with the def2-TZVPD basis set

```
71
C32H35N2O2 (ωB97M-V with the def2-TZVPD basis set)
C 6.975 2.128 7.513
O 5.852 1.288 7.859
C 5.346 0.474 6.892
C 4.256 -0.359 7.253
C 3.675 -1.186 6.309
C 4.154 -1.211 4.988
C 3.412 -2.029 3.923
C 4.292 -3.090 3.254
C 3.644 -4.098 2.515
C 4.340 -5.083 1.864
C 3.638 -6.191 1.066
C 3.958 -6.005 -0.423
C 2.120 -6.141 1.242
C 4.127 -7.576 1.517
C 5.809 -5.029 1.881
O 6.487 -5.776 1.130
C 6.461 -4.078 2.782
C 8.001 -4.055 2.851
C 8.558 -5.420 3.282
C 8.528 -3.008 3.834
C 8.576 -3.723 1.464
C 5.668 -3.218 3.507
C 2.776 -1.074 2.915
C 1.938 0.023 3.606
C 3.881 -0.429 2.190
N 4.682 0.127 1.540
C 1.872 -1.782 1.835
C 0.523 -2.090 2.099
C -0.229 -2.800 1.163
C 0.328 -3.163 -0.066
C -0.408 -3.975 -0.998
N -1.010 -4.623 -1.765
C 1.626 -2.755 -0.377
C 2.383 -2.047 0.562
C 5.287 -0.465 4.667
C 5.866 0.412 5.581
H 7.232 2.617 8.448
H 7.822 1.536 7.146
H 6.688 2.870 6.759
H 3.890 -0.332 8.279
H 2.815 -1.812 6.571
H 2.605 -2.569 4.446
H 2.549 -4.080 2.485
H 5.041 -6.080 -0.568
H 3.451 -6.776 -1.017
H 3.624 -5.013 -0.757
H 1.843 -6.254 2.298
H 1.703 -5.203 0.848
H 1.656 -6.965 0.682
H 3.915 -7.721 2.582
H 3.612 -8.354 0.942
H 5.205 -7.664 1.354
H 8.252 -6.194 2.572
H 9.654 -5.374 3.312
H 8.188 -5.686 4.279
H 8.197 -1.999 3.561
H 8.211 -3.232 4.859
H 9.627 -3.015 3.814
H 8.193 -2.753 1.125
H 9.672 -3.679 1.509
H 8.274 -4.494 0.749
H 6.126 -2.602 4.282
H 0.979 -0.365 3.972
H 2.499 0.456 4.442
H 1.737 0.809 2.863
H 0.053 -1.781 3.037
H -1.262 -3.063 1.383
H 2.050 -2.954 -1.362
H 3.382 -1.711 0.267
H 5.746 -0.530 3.681
H 6.714 1.028 5.270
```

Its HOMO energy is -3.18 eV. The calculation puts the largest force on an atom at 3.0 eV/Å. For the calculated total energy, the calculation gives -1500.4149 a.u. The value obtained for the LUMO energy is 2.40 eV. As for the SMILES: COc1ccc([C@H](c2cc(C(C)(C)C)c([O-])c(C(C)(C)C)c2)[C@@](C)(C#N)c2ccc(C#N)cc2)cc1. Its total charge is -1.

---

Molecular formula: C32H35N2O8P3V
Method: DFT, ωB97M-V with the def2-TZVPD basis set

```
81
C32H35N2O8P3V (ωB97M-V with the def2-TZVPD basis set)
V -0.816 0.478 -1.410
N -4.665 0.759 -2.204
C -4.004 2.099 -1.802
C -5.025 3.223 -1.852
P -3.428 1.793 -0.057
O -4.848 1.123 0.452
O -3.167 3.016 0.711
O -2.464 0.625 -0.136
P -2.666 2.269 -3.090
O -3.636 2.282 -4.406
O -1.901 3.512 -3.025
O -2.076 0.845 -3.092
H -5.243 0.412 -1.436
H -3.904 0.105 -2.421
H -5.215 0.889 -3.052
H -5.855 3.033 -1.169
H -5.406 3.363 -2.865
H -4.533 4.141 -1.535
H -5.109 1.541 1.282
H -3.452 3.085 -4.909
O 0.546 -0.248 -3.108
C 0.767 -1.649 -3.173
C -0.121 -2.446 -2.239
C 0.188 -3.767 -1.935
C -0.597 -4.446 -1.027
C -1.676 -3.793 -0.451
C -1.920 -2.484 -0.820
N -1.168 -1.825 -1.705
H -0.306 -0.033 -3.531
H 1.806 -1.811 -2.892
H 0.645 -2.008 -4.197
H 1.056 -4.236 -2.387
H -0.363 -5.469 -0.757
H -2.303 -4.275 0.287
H -2.726 -1.912 -0.372
C 2.016 4.463 -0.697
C 2.064 3.774 -1.905
C 1.210 2.699 -2.135
C 0.266 2.232 -1.190
C 0.245 2.985 0.008
C 1.091 4.065 0.260
H 2.675 5.305 -0.513
H 2.769 4.084 -2.672
H 1.297 2.196 -3.095
H -0.469 2.731 0.786
H 1.023 4.602 1.202
O 0.543 -0.436 0.034
P 1.373 -0.786 1.232
C 0.590 -0.255 2.758
C 1.207 -0.390 4.003
C 0.575 0.079 5.143
C -0.669 0.695 5.044
C -1.285 0.830 3.810
C -0.660 0.350 2.663
C 3.027 -0.100 1.173
C 4.076 -0.646 1.920
C 5.323 -0.044 1.906
C 5.528 1.104 1.144
C 4.493 1.643 0.397
C 3.236 1.047 0.407
C 1.618 -2.568 1.371
C 2.581 -3.186 0.570
C 2.730 -4.564 0.593
C 1.914 -5.336 1.412
C 0.949 -4.731 2.204
C 0.800 -3.349 2.186
H 2.183 -0.853 4.085
H 1.057 -0.021 6.108
H -1.153 1.076 5.935
H -2.243 1.329 3.725
H -1.135 0.456 1.699
H 3.928 -1.555 2.493
H 6.136 -0.469 2.480
H 6.504 1.576 1.138
H 4.644 2.539 -0.192
H 2.422 1.479 -0.165
H 3.220 -2.581 -0.064
H 3.485 -5.038 -0.023
H 2.037 -6.412 1.437
H 0.315 -5.334 2.842
H 0.047 -2.875 2.805
```

The energy above the lowest of the compared OMol25 structures with the same formula, charge and spin is 0.0000 eV. Its HOMO energy (spin up / spin down) is -5.60 / -7.10 eV. The calculation puts the largest force on an atom at 1.3 eV/Å. For the calculated total energy, the calculation gives -3920.2289 a.u. The value obtained for the LUMO energy (spin up / spin down) is 0.11 / 0.10 eV. The spin multiplicity is 4.

---

Molecular formula: C32H35N6O4S2V
Method: DFT, ωB97M-V with the def2-TZVPD basis set

```
80
C32H35N6O4S2V (ωB97M-V with the def2-TZVPD basis set)
V -0.255 -0.173 0.023
C 2.897 1.141 2.487
C 1.768 1.981 3.081
C 0.424 1.837 2.360
N 0.066 0.447 2.064
C -0.277 -0.350 3.030
C -0.447 0.078 4.388
C -0.542 -0.629 5.560
C -0.511 -2.005 5.802
C -0.528 -2.977 4.817
C -0.632 -2.861 3.443
C -0.673 -1.721 2.589
N -0.997 -1.770 1.326
C -1.761 -2.886 0.810
C -0.996 -3.725 -0.206
C -0.547 -2.852 -1.375
N 0.442 -1.889 -0.950
C 1.716 -2.164 -1.030
C 2.227 -3.438 -1.401
C 3.517 -3.858 -1.676
C 4.704 -3.151 -1.753
C 4.834 -1.777 -1.529
C 3.926 -0.844 -1.095
C 2.555 -0.974 -0.693
N 1.874 -0.017 -0.140
C 2.439 1.333 -0.054
C 3.391 1.593 1.115
H 2.586 0.092 2.433
H 3.745 1.172 3.180
H 2.035 3.040 3.054
H 1.647 1.690 4.129
H 0.441 2.390 1.423
H -0.370 2.319 2.942
H -0.495 1.152 4.501
H -0.635 -0.005 6.447
H -0.496 -2.333 6.835
H -0.481 -4.004 5.174
H -0.654 -3.806 2.912
H -2.632 -2.452 0.300
H -2.152 -3.514 1.615
H -1.638 -4.535 -0.570
H -0.119 -4.177 0.268
H -1.410 -2.281 -1.737
H -0.191 -3.452 -2.217
H 1.484 -4.221 -1.464
H 3.596 -4.920 -1.897
H 5.597 -3.697 -2.032
H 5.827 -1.374 -1.712
H 4.322 0.155 -0.993
H 1.606 2.029 -0.028
H 2.949 1.574 -0.993
H 3.574 2.673 1.132
H 4.351 1.103 0.921
C -5.541 2.576 -4.898
C -4.760 2.418 -3.618
C -4.466 1.160 -3.107
C -3.722 1.018 -1.940
C -3.283 2.139 -1.263
C -3.565 3.404 -1.762
C -4.298 3.539 -2.930
S -2.267 2.027 0.248
O -3.139 2.666 1.263
O -2.232 0.488 0.427
N -0.307 0.755 -1.611
C -0.307 1.357 -2.701
C 1.794 -0.537 -4.129
O 2.445 0.416 -4.228
O 1.250 -1.542 -3.939
H -5.903 1.611 -5.257
H -4.926 3.016 -5.686
H -6.407 3.228 -4.758
H -4.813 0.277 -3.636
H -3.466 0.044 -1.542
H -3.197 4.276 -1.233
H -4.511 4.530 -3.320
H 0.196 2.327 -2.832
H -0.772 0.937 -3.613
S 0.918 4.743 -0.773
C 1.786 4.993 0.623
N 2.395 5.169 1.603
```

The energy above the lowest of the compared OMol25 structures with the same formula, charge and spin is 1.2103 eV. Its HOMO energy (spin up / spin down) is -1.90 / -1.99 eV. The calculation puts the largest force on an atom at 1.2 eV/Å. For the calculated total energy, the calculation gives -3610.3729 a.u. The value obtained for the LUMO energy (spin up / spin down) is 4.18 / 4.18 eV. The spin multiplicity is 3. Its total charge is -2.

---

Molecular formula: C32H36BCsF9N5O
Method: DFT, ωB97M-V with the def2-TZVPD basis set

```
85
C32H36BCsF9N5O (ωB97M-V with the def2-TZVPD basis set)
Cs 0.780 -1.215 0.405
C 1.856 4.192 -1.725
N 1.829 4.063 -0.270
C 2.565 5.048 0.497
C 1.839 2.807 0.184
N 1.874 1.700 0.500
H 1.485 5.181 -1.994
H 1.198 3.439 -2.161
H 2.869 4.062 -2.124
H 2.192 6.040 0.241
H 3.642 5.009 0.292
H 2.403 4.876 1.559
F -2.496 -4.569 -1.102
B -2.680 -3.812 0.077
F -1.571 -2.936 0.223
F -3.865 -3.076 0.010
F -2.714 -4.683 1.183
F 8.663 -0.291 -1.962
C 7.465 -0.556 -1.380
C 6.275 -0.266 -2.027
F 6.320 0.289 -3.258
C 5.060 -0.533 -1.436
F 3.940 -0.227 -2.125
C 4.918 -1.116 -0.139
O 3.807 -1.351 0.405
C 6.178 -1.397 0.470
F 6.188 -1.960 1.702
C 7.394 -1.128 -0.121
F 8.542 -1.424 0.531
C -3.169 3.684 -3.390
C -2.215 2.661 -2.820
C -1.157 2.198 -3.598
C -0.293 1.231 -3.053
C 0.859 0.693 -3.867
C -0.496 0.778 -1.776
C -1.560 1.228 -0.913
C -2.421 2.201 -1.528
N -1.585 0.712 0.308
C -2.614 0.992 1.275
C -2.622 2.458 1.763
C -3.638 2.667 2.889
C -5.035 2.277 2.392
C -5.044 0.803 1.968
C -4.667 -0.068 3.170
C -3.264 0.318 3.649
C -3.262 1.785 4.082
C -2.279 0.112 2.497
C -4.035 0.584 0.833
H -2.890 3.956 -4.410
H -3.179 4.597 -2.787
H -4.192 3.299 -3.410
H -1.012 2.561 -4.610
H 0.886 1.151 -4.858
H 0.779 -0.388 -3.999
H 1.819 0.881 -3.379
H 0.170 0.035 -1.364
H -3.266 2.602 -0.984
H -2.844 3.130 0.931
H -1.609 2.701 2.106
H -3.639 3.719 3.199
H -5.315 2.910 1.542
H -5.775 2.445 3.185
H -6.047 0.529 1.621
H -4.682 -1.122 2.878
H -5.394 0.068 3.981
H -2.978 -0.315 4.496
H -2.269 2.065 4.451
H -3.974 1.936 4.905
H -2.285 -0.932 2.172
H -1.259 0.355 2.820
H -4.342 1.151 -0.047
H -4.006 -0.470 0.542
N 2.928 -8.180 -0.145
C 2.515 -6.849 -0.033
C 1.245 -6.453 -0.440
C 0.894 -5.116 -0.339
N 1.719 -4.176 0.122
C 2.933 -4.559 0.510
C 3.377 -5.870 0.453
H 2.176 -8.850 -0.142
H 3.669 -8.439 0.487
H 0.530 -7.173 -0.818
H -0.100 -4.789 -0.626
H 3.580 -3.767 0.876
H 4.379 -6.122 0.780
```

The energy above the lowest of the compared OMol25 structures with the same formula, charge and spin is 0.9450 eV. Its HOMO energy is -0.97 eV. The calculation puts the largest force on an atom at 1.4 eV/Å. For the calculated total energy, the calculation gives -2534.1183 a.u. The value obtained for the LUMO energy is 3.79 eV. Its total charge is -2.